{"formula": "C4H15N2OS", "method": "the ωB97M-V functional and the def2-TZVPD basis", "lumo_ev": -3.130, "charge": 1, "e_tot_ev": -20247.669, "e_above_lowest_kcal_mol": 15.9, "spin_multiplicity": 1, "homo_lumo_gap_ev": 9.294, "homo_energy_ev": -12.424, "species": ["C", "C", "S", "N", "H", "H", "H", "H", "H", "H", "H", "C", "O", "C", "N", "H", "H", "H", "H", "H", "H", "H", "H"], "coordinates": [[-0.839, -0.891, 1.970], [-0.425, -1.895, 0.898], [-0.574, -3.590, 1.525], [-0.956, 0.456, 1.400], [-1.765, -1.218, 2.449], [-0.093, -0.868, 2.768], [-1.093, -1.786, 0.040], [0.602, -1.720, 0.578], [-0.782, -4.201, 0.344], [-1.690, 0.514, 0.697], [-1.189, 1.147, 2.105], [0.017, 1.694, -1.843], [-0.115, 1.649, -3.238], [1.193, 0.837, -1.366], [1.333, 0.995, 0.116], [-0.902, 1.371, -1.345], [0.224, 2.733, -1.583], [-0.106, 0.738, -3.543], [1.054, -0.217, -1.606], [2.115, 1.155, -1.849], [0.338, 0.808, 0.657], [1.646, 1.941, 0.313], [2.006, 0.347, 0.513]], "nbo_charge": [-0.24, -0.54, 0.00, -0.82, 0.22, 0.21, 0.22, 0.19, 0.15, 0.39, 0.40, -0.07, -0.68, -0.25, -0.73, 0.16, 0.19, 0.47, 0.21, 0.23, 0.44, 0.42, 0.43]}

***

{"formula": "C41H45NP2Pb", "method": "the ωB97M-V functional and the def2-TZVPD basis", "lumo_ev": [-6.334, -6.367], "charge": 2, "e_tot_ev": -68537.703, "e_above_lowest_kcal_mol": 133.5, "spin_multiplicity": 1, "homo_lumo_gap_ev": [5.070, 5.807], "homo_energy_ev": [-11.404, -12.174], "species": ["Pb", "C", "C", "C", "C", "C", "C", "C", "C", "C", "H", "H", "H", "H", "H", "H", "H", "H", "H", "H", "H", "H", "H", "H", "H", "P", "P", "C", "C", "C", "C", "C", "C", "C", "C", "C", "C", "C", "C", "C", "C", "C", "C", "C", "C", "C", "C", "C", "C", "C", "C", "C", "C", "H", "H", "H", "H", "H", "H", "H", "H", "H", "H", "H", "H", "H", "H", "H", "H", "H", "H", "H", "H", "H", "H", "C", "C", "C", "C", "C", "C", "N", "H", "H", "H", "H", "H", "H", "H", "H"], "coordinates": [[-2.071, 0.359, -1.448], [0.354, 0.922, -4.042], [1.190, 1.378, -3.081], [1.476, 2.825, -2.809], [0.166, 3.649, -2.638], [-0.988, 2.912, -2.033], [-1.801, 2.062, -2.766], [-1.804, 2.201, -4.286], [-0.455, 1.846, -4.906], [-1.420, -0.672, 1.358], [0.430, -0.111, -4.410], [1.992, 0.751, -2.689], [2.004, 3.270, -3.697], [2.120, 2.969, -1.905], [0.433, 4.511, -1.994], [-0.069, 4.130, -3.617], [-1.368, 3.377, -1.125], [-2.835, 1.801, -2.483], [-2.067, 3.224, -4.601], [-2.610, 1.573, -4.675], [-0.670, 1.331, -5.841], [0.132, 2.769, -5.122], [-1.863, -1.464, 0.697], [-1.748, -1.000, 2.381], [-0.373, -0.900, 1.381], [1.478, -0.421, -0.083], [-1.581, 1.207, 1.639], [0.881, 1.237, 0.022], [-0.211, 1.837, 0.628], [3.226, -0.449, 0.325], [4.192, 0.536, 0.041], [5.516, 0.310, 0.415], [5.862, -0.831, 1.131], [4.905, -1.807, 1.431], [3.599, -1.622, 1.017], [1.241, -1.426, -1.603], [0.027, -1.553, -2.354], [-0.159, -2.633, -3.234], [0.966, -3.309, -3.736], [2.237, -3.045, -3.178], [2.358, -2.141, -2.112], [-1.702, 2.267, 3.158], [-0.598, 2.416, 4.021], [-0.728, 3.110, 5.218], [-1.901, 3.747, 5.590], [-2.969, 3.641, 4.713], [-2.875, 2.975, 3.500], [-3.206, 1.261, 0.800], [-4.106, 0.190, 1.092], [-5.097, -0.110, 0.179], [-5.424, 0.816, -0.821], [-4.733, 2.028, -0.939], [-3.665, 2.310, -0.060], [1.634, 1.927, -0.398], [-0.139, 2.936, 0.660], [3.930, 1.487, -0.428], [6.295, 1.029, 0.162], [6.888, -1.003, 1.451], [5.162, -2.705, 1.991], [2.821, -2.348, 1.254], [-0.600, -0.645, -2.600], [-1.167, -2.896, -3.571], [0.888, -4.028, -4.562], [3.143, -3.562, -3.551], [3.325, -2.018, -1.597], [0.348, 1.936, 3.777], [0.107, 3.162, 5.896], [-1.983, 4.324, 6.513], [-3.905, 4.091, 4.997], [-3.762, 2.967, 2.865], [-3.999, -0.402, 2.023], [-5.634, -1.062, 0.324], [-6.259, 0.586, -1.481], [-4.988, 2.742, -1.739], [-3.224, 3.317, -0.024], [-0.169, -5.051, 0.264], [0.610, -4.772, 1.483], [0.925, -5.735, 2.524], [1.554, -5.001, 3.553], [1.568, -3.621, 3.085], [2.013, -2.452, 3.857], [1.060, -3.534, 1.829], [0.371, -5.746, -0.402], [-0.393, -4.144, -0.325], [-1.127, -5.526, 0.537], [0.680, -6.787, 2.463], [1.937, -5.304, 4.507], [1.578, -2.487, 4.866], [3.111, -2.431, 3.957], [1.711, -1.499, 3.390]], "mulliken_charge": [1.06, -1.02, 0.26, -0.96, -1.36, 0.14, 0.77, -1.52, -0.79, -0.62, 0.63, 1.19, 0.57, -0.02, 0.55, 0.36, 0.58, -0.24, 0.33, 0.38, 0.47, 0.27, 0.40, 0.55, -0.44, 0.92, 1.58, 0.46, -1.45, -0.08, -0.55, -0.65, -0.65, -0.72, -0.38, 1.74, -0.78, -1.17, -0.66, -0.68, -0.47, 0.76, -0.62, -0.59, -0.62, -0.63, -0.44, -0.59, -0.38, -0.91, -0.31, -0.81, 0.02, 0.48, 0.58, 0.28, 0.44, 0.38, 0.50, 0.68, -0.43, 0.45, 0.46, 0.42, 0.44, 0.41, 0.41, 0.42, 0.42, 0.28, 0.49, 0.47, 0.48, 0.49, 0.59, -0.86, 0.48, -0.89, -0.87, 0.66, -1.02, 0.02, 0.33, -0.06, 0.39, 0.48, 0.53, 0.46, 0.28, 0.06]}

***

{"formula": "C7H14CoO4", "method": "the ωB97M-V functional and the def2-TZVPD basis", "lumo_ev": [-5.112, -5.512], "charge": 1, "e_tot_ev": -53288.004, "e_above_lowest_kcal_mol": 84.4, "s2": 6.365, "spin_multiplicity": 5, "homo_lumo_gap_ev": [6.169, 7.070], "homo_energy_ev": [-11.281, -12.582], "species": ["C", "O", "C", "O", "C", "C", "O", "C", "Co", "H", "H", "H", "H", "H", "H", "H", "H", "H", "H", "C", "O", "C", "H", "H", "H", "H"], "coordinates": [[-1.389, -0.239, 3.157], [-1.943, 0.973, 2.754], [-0.146, -0.658, 2.364], [-0.435, -0.786, 0.984], [0.135, 0.207, 0.089], [-0.635, 0.252, -1.196], [-1.866, 1.003, -0.983], [-2.701, 1.157, -2.113], [-1.576, 1.404, 0.944], [-2.129, -1.063, 3.069], [-1.080, -0.208, 4.221], [0.204, -1.640, 2.724], [0.662, 0.076, 2.536], [-0.936, -0.745, -1.561], [-0.067, 0.775, -1.979], [-3.550, 1.781, -1.815], [-2.147, 1.645, -2.929], [-3.061, 0.175, -2.452], [1.132, 0.670, 0.104], [3.639, -0.252, -1.203], [2.966, -1.092, -0.252], [1.801, -1.641, -0.531], [4.627, -0.689, -1.392], [3.055, -0.187, -2.134], [3.748, 0.747, -0.762], [1.690, -1.663, -1.644]], "nbo_charge": [-0.09, -0.87, -0.11, -0.53, -0.17, -0.16, -0.63, -0.25, 1.39, 0.17, 0.19, 0.21, 0.18, 0.21, 0.21, 0.22, 0.20, 0.20, 0.24, -0.26, -0.51, 0.36, 0.23, 0.19, 0.21, 0.16]}

***

{"formula": "C30H50AsCdFGeN4O4SSi2", "method": "the ωB97M-V functional and the def2-TZVPD basis", "lumo_ev": 4.196, "charge": -2, "e_tot_ev": -197301.059, "e_above_lowest_kcal_mol": 22.5, "spin_multiplicity": 1, "homo_lumo_gap_ev": 4.851, "homo_energy_ev": -0.655, "species": ["Cd", "C", "C", "C", "C", "C", "C", "C", "C", "C", "C", "H", "H", "H", "H", "H", "H", "H", "H", "H", "H", "H", "H", "H", "H", "F", "C", "C", "N", "C", "C", "O", "O", "C", "O", "N", "C", "O", "H", "H", "H", "H", "S", "C", "N", "C", "C", "C", "N", "H", "H", "H", "H", "C", "Si", "C", "C", "As", "Si", "C", "C", "C", "H", "H", "H", "H", "H", "H", "H", "H", "H", "H", "H", "H", "H", "H", "H", "H", "H", "H", "C", "Ge", "C", "C", "C", "H", "H", "H", "H", "H", "H", "H", "H", "H", "H"], "coordinates": [[-0.706, -0.431, -1.030], [1.128, -4.614, -2.391], [1.961, -4.268, -1.150], [3.108, -3.347, -1.573], [1.097, -3.666, -0.045], [-0.171, -4.172, 0.233], [-0.949, -3.666, 1.269], [-0.485, -2.634, 2.078], [-1.309, -2.081, 3.218], [0.784, -2.130, 1.808], [1.552, -2.626, 0.763], [1.778, -5.020, -3.173], [0.667, -3.693, -2.767], [0.350, -5.355, -2.190], [2.390, -5.190, -0.741], [2.680, -2.412, -1.954], [3.681, -3.820, -2.380], [3.802, -3.129, -0.753], [-0.574, -4.981, -0.367], [-1.934, -4.085, 1.452], [-0.898, -2.392, 4.184], [-2.343, -2.427, 3.159], [-1.313, -0.988, 3.196], [1.187, -1.331, 2.419], [2.523, -2.177, 0.589], [-4.881, 3.385, 2.453], [-5.396, 2.212, 2.067], [-5.020, 1.648, 0.921], [-5.561, 0.470, 0.461], [-5.017, -0.159, -0.758], [-3.525, -0.481, -0.683], [-3.115, -1.319, -1.503], [-2.837, 0.160, 0.162], [-6.522, -0.203, 1.190], [-7.054, -1.239, 0.837], [-6.866, 0.416, 2.380], [-6.395, 1.610, 2.918], [-6.832, 2.035, 3.965], [-4.271, 2.111, 0.293], [-5.158, 0.512, -1.605], [-5.562, -1.073, -0.938], [-7.576, -0.055, 2.915], [-0.434, 2.611, -1.570], [1.233, 2.397, -1.341], [2.112, 2.551, -2.387], [3.377, 1.922, -2.332], [3.957, 1.696, -1.159], [3.234, 2.121, 0.085], [1.776, 2.054, -0.187], [1.644, 2.591, -3.274], [3.791, 1.628, -3.288], [4.919, 1.197, -1.101], [3.479, 3.177, 0.290], [4.222, -0.467, 1.134], [3.349, 1.068, 1.857], [4.586, 2.353, 2.572], [2.935, 0.310, 3.612], [0.905, 1.169, 1.240], [0.248, 3.145, 2.347], [1.070, 4.648, 1.600], [-1.611, 3.288, 2.182], [0.611, 3.179, 4.194], [5.314, -0.317, 1.128], [3.909, -0.653, 0.098], [4.009, -1.367, 1.725], [5.069, 1.994, 3.492], [4.054, 3.285, 2.825], [5.366, 2.612, 1.840], [3.815, -0.176, 4.064], [2.136, -0.442, 3.534], [2.583, 1.084, 4.311], [0.847, 4.702, 0.527], [2.157, 4.588, 1.718], [0.715, 5.567, 2.081], [-1.881, 3.247, 1.121], [-2.028, 4.204, 2.624], [-2.083, 2.426, 2.671], [1.685, 3.281, 4.389], [0.270, 2.254, 4.678], [0.085, 4.022, 4.661], [0.832, -0.605, -5.827], [-0.337, -0.839, -4.226], [-1.719, 0.556, -4.573], [-1.311, -2.514, -4.636], [0.641, -1.013, -2.597], [0.273, -0.902, -6.724], [1.737, -1.222, -5.760], [1.135, 0.443, -5.947], [-2.108, 0.480, -5.600], [-1.306, 1.557, -4.419], [-2.551, 0.424, -3.870], [-2.005, -2.365, -5.474], [-1.889, -2.831, -3.760], [-0.612, -3.315, -4.902], [1.380, -0.196, -2.576]], "mulliken_charge": [1.46, -1.47, 0.78, -1.44, 0.07, -0.51, -0.97, 0.67, -1.43, 0.32, 0.97, 0.48, 0.18, 0.42, 0.34, 0.11, 0.51, 0.35, 0.17, 0.26, 0.37, 0.34, 0.14, -0.16, -0.78, -0.36, 0.53, -0.15, 0.08, -1.09, 0.77, -0.66, -0.51, 0.50, -0.68, -0.06, 0.24, -0.67, 0.45, 0.21, 0.35, 0.21, -0.31, -0.50, -0.13, -0.52, -0.67, -0.32, 0.60, 0.38, 0.39, 0.39, 0.14, -1.24, 1.43, -1.41, -1.86, -0.17, 0.32, -1.01, -0.84, -1.14, 0.41, 0.08, 0.45, 0.33, 0.29, 0.32, 0.39, 0.53, 0.25, 0.23, 0.17, 0.39, 0.04, 0.44, 0.17, 0.22, 0.32, 0.36, -1.44, 0.47, -1.05, -1.30, -0.76, 0.42, 0.37, 0.36, 0.42, 0.30, 0.13, 0.46, 0.24, 0.36, -0.25]}

***

Which value of charge does entry 4 give?
-2